1.
Below is a structure of composition C28H28BIN12PbSe at a distorted geometry, with properties calculated with the ωB97M-V functional and the def2-TZVPD basis.

Each line ends with the Löwdin charge.
Atoms and positions in Å:
Pb -0.07 0.18 -0.25  1.402
C -0.97 3.61 -3.12  -0.022
C -0.21 2.52 -2.73  -0.129
N -0.74 1.94 -1.65  -0.095
N -1.85 2.64 -1.33  -0.026
C -2.00 3.65 -2.20  -0.038
B -2.71 2.40 -0.09  -0.531
N -1.82 2.60 1.13  -0.034
C -1.97 3.52 2.09  -0.045
C -0.89 3.44 2.95  -0.029
C -0.11 2.42 2.42  -0.137
N -0.68 1.92 1.33  -0.092
N -3.27 0.96 -0.10  -0.024
C -4.56 0.63 -0.16  -0.043
C -4.67 -0.75 -0.15  -0.039
C -3.34 -1.19 -0.09  -0.190
N -2.52 -0.14 -0.06  -0.081
H -0.80 4.27 -3.94  0.107
H 0.70 2.13 -3.15  0.094
H -2.82 4.33 -2.11  0.132
H -3.61 3.16 -0.07  0.127
H -2.81 4.18 2.12  0.130
H -0.71 4.03 3.82  0.103
H 0.84 2.05 2.76  0.091
H -5.33 1.38 -0.22  0.130
H -5.56 -1.33 -0.20  0.103
H -2.95 -2.18 -0.11  0.086
Se 8.19 0.20 0.08  1.216
N 6.92 0.15 1.29  -0.236
C 5.75 0.11 0.70  -0.329
C 4.49 0.03 1.38  -0.069
C 4.40 -0.04 2.78  0.039
C 3.16 -0.19 3.36  -0.019
C 2.04 -0.24 2.52  -0.169
N 2.11 -0.14 1.21  -0.014
C 3.30 -0.02 0.62  -0.144
C 3.35 0.02 -0.84  -0.142
N 2.20 -0.03 -1.52  0.006
C 2.23 -0.08 -2.84  -0.147
C 3.41 -0.03 -3.58  -0.009
C 4.61 0.06 -2.90  0.041
C 4.59 0.06 -1.51  -0.069
C 5.80 0.12 -0.73  -0.326
N 7.02 0.16 -1.22  -0.234
H 5.30 0.00 3.37  0.128
H 3.04 -0.28 4.42  0.115
H 1.06 -0.38 2.94  0.091
H 1.27 -0.17 -3.33  0.090
H 3.38 -0.06 -4.66  0.119
H 5.55 0.13 -3.42  0.129
C -3.52 -2.80 2.89  0.010
C -2.26 -3.35 2.48  0.064
C -0.35 -3.45 3.91  -0.008
C -0.97 -2.72 2.67  -0.197
H -4.24 -3.57 3.19  0.126
H -3.99 -2.33 2.01  0.119
H -3.44 -2.01 3.64  0.126
H -2.26 -4.34 2.04  0.156
H -0.41 -2.81 4.78  0.099
H 0.69 -3.71 3.71  0.098
H -0.88 -4.38 4.14  0.091
H -0.31 -2.88 1.82  0.119
H -1.06 -1.65 2.87  0.117
I -2.36 -5.57 -2.35  0.875
C -1.72 -3.59 -2.55  -0.743
C -1.95 -2.70 -3.59  -0.108
N -1.35 -1.55 -3.23  0.013
N -0.75 -1.64 -2.05  -0.097
C -0.96 -2.87 -1.62  -0.260
H -2.47 -2.83 -4.51  0.128
H -1.34 -0.69 -3.75  0.164
H -0.59 -3.21 -0.67  0.090

Output
frontier orbital gap: 5.090 eV
charge: +2
HOMO energy: -13.238 eV
largest force on an atom: 1.395 eV/Å

2.
Below is the molecule C28H28Br2N2O5S2 at a distorted geometry, with properties calculated with the ωB97M-V functional and the def2-TZVPD basis.

Each line ends with the natural charge from an NBO analysis.
Atoms and positions in Å:
C -2.14 -0.68 0.55  -0.510
C -1.52 0.24 1.45  -0.019
N -0.05 0.26 1.68  -0.544
C 0.37 1.66 1.38  0.078
C 0.71 2.67 2.53  -0.061
Br 0.63 2.12 4.46  0.078
C 1.16 4.14 2.16  -0.235
C 1.26 4.65 0.71  -0.021
C 1.74 6.13 0.28  -0.264
Br 0.20 7.23 -0.37  0.006
C 3.02 6.13 -0.69  -0.433
C 2.70 5.87 -2.24  -0.648
C 0.92 3.66 -0.44  -0.270
C 0.50 2.22 -0.06  -0.020
S 0.14 0.99 -1.43  0.253
C 0.89 -0.56 -0.71  -0.139
C 1.67 -1.57 -1.58  -0.047
C 1.80 -1.20 -3.16  -0.469
C 0.37 -1.66 -3.80  -0.014
C -0.73 -0.67 -4.24  -0.241
C -2.10 -1.17 -4.82  -0.215
C -2.32 -2.72 -4.92  -0.232
C -1.20 -3.70 -4.48  -0.217
C 0.15 -3.19 -3.92  -0.228
C 2.28 -2.85 -0.95  0.261
O 3.03 -3.75 -1.78  -0.374
N 2.74 -5.06 -1.50  0.385
O 2.81 -5.63 -2.56  -0.262
C 2.04 -3.09 0.59  -0.278
C 1.26 -2.05 1.45  0.032
C 0.98 -2.25 3.04  -0.447
C -0.51 -2.93 3.12  -0.402
C -1.55 -2.03 3.96  -0.425
C -3.06 -2.40 3.51  -0.623
S -4.24 -0.96 3.61  2.168
O -5.43 -1.29 4.51  -0.906
O -3.61 0.29 4.16  -0.895
O -4.93 -0.57 2.11  -0.833
C 0.66 -0.72 0.84  0.142
H -1.80 -1.76 0.41  0.213
H -3.04 -0.29 -0.03  0.234
H -2.20 0.97 2.01  0.263
H 1.43 4.83 3.03  0.244
H 2.07 6.62 1.27  0.239
H 3.68 7.07 -0.58  0.231
H 3.68 5.25 -0.34  0.231
H 3.10 4.85 -2.62  0.216
H 1.59 5.89 -2.52  0.224
H 3.26 6.66 -2.87  0.226
H 0.96 3.93 -1.55  0.250
H 1.96 -0.06 -3.25  0.248
H 2.68 -1.71 -3.66  0.252
H -0.60 0.45 -4.14  0.231
H -2.91 -0.42 -5.16  0.234
H -3.30 -3.13 -5.32  0.227
H -1.36 -4.82 -4.55  0.226
H 0.96 -3.91 -3.57  0.230
H 2.45 -4.05 1.08  0.248
H 1.01 -1.24 3.58  0.251
H 1.71 -2.99 3.51  0.226
H -0.95 -3.02 2.06  0.205
H -0.43 -4.02 3.51  0.220
H -1.36 -0.91 3.88  0.264
H -1.49 -2.35 5.07  0.226
H -3.52 -3.22 4.19  0.275
H -3.13 -2.81 2.44  0.242
H -5.06 -1.42 1.63  0.492

Output
frontier orbital gap: 7.696 eV
charge: 0
HOMO energy: -8.361 eV
largest force on an atom: 6.765 eV/Å

3.
Below is a structure of composition C28H28CdN2Si at a distorted geometry, with properties calculated with the ωB97M-V functional and the def2-TZVPD basis.

Each line ends with the natural charge from an NBO analysis.
Atoms and positions in Å:
C -1.26 1.36 4.21  -0.360
C -0.86 0.07 3.75  -0.358
C 0.40 0.20 3.12  -0.391
H -1.50 -0.81 3.75  0.190
C 0.84 1.54 3.29  -0.378
C -0.20 2.27 3.92  -0.347
H -0.23 3.35 4.11  0.189
H -2.24 1.63 4.57  0.189
H 0.91 -0.56 2.54  0.195
H 1.80 1.94 2.98  0.187
Cd -0.96 0.40 -0.03  1.199
C 2.82 2.08 -2.92  -0.849
H 3.84 1.74 -3.13  0.220
H 2.42 1.63 -2.01  0.202
H 2.20 1.81 -3.78  0.218
Si 0.84 -1.58 -1.33  0.680
C 0.09 -3.26 -1.74  -0.458
C 0.08 -4.19 -0.67  -0.223
H 0.60 -3.95 0.28  0.219
C -0.53 -5.45 -0.83  -0.217
H -0.59 -6.19 -0.02  0.217
C -1.09 -5.81 -2.08  -0.217
H -1.66 -6.77 -2.19  0.216
C -0.81 -5.01 -3.21  -0.217
H -1.06 -5.46 -4.19  0.217
C -0.23 -3.72 -3.04  -0.227
H -0.03 -3.11 -3.92  0.220
C 2.65 -2.27 -1.70  -0.421
C 3.05 -3.61 -2.02  -0.215
H 2.30 -4.35 -2.32  0.225
C 4.38 -4.04 -1.93  -0.210
H 4.63 -5.08 -2.12  0.215
C 5.40 -3.15 -1.59  -0.210
H 6.41 -3.49 -1.38  0.216
C 5.07 -1.80 -1.44  -0.238
H 5.86 -1.06 -1.28  0.211
C 3.71 -1.37 -1.44  -0.146
H 3.47 -0.32 -1.18  0.192
H 0.52 -0.72 -2.52  -0.209
H 2.88 3.15 -2.85  0.210
C 0.47 4.62 0.66  -0.253
C -0.69 5.42 0.75  -0.129
C -1.93 4.80 0.98  -0.223
C -2.01 3.40 0.87  0.179
N -0.91 2.66 0.56  -0.561
C 0.32 3.24 0.59  0.082
C -3.29 2.68 1.02  0.174
C -4.44 3.40 1.36  -0.221
C -5.65 2.74 1.60  -0.142
C -5.62 1.34 1.67  -0.255
C -4.40 0.69 1.44  0.072
N -3.33 1.32 0.88  -0.491
H 1.50 5.01 0.64  0.242
H -0.65 6.50 0.60  0.230
H -2.85 5.39 1.20  0.225
H 1.15 2.52 0.57  0.232
H -4.36 4.48 1.47  0.215
H -6.54 3.33 1.74  0.229
H -6.50 0.77 1.95  0.236
H -4.21 -0.35 1.78  0.224

Output
frontier orbital gap: 4.486 eV
charge: 0
HOMO energy: -5.883 eV
largest force on an atom: 2.063 eV/Å

4.
Below is a structure of composition C28H28Cl60IO5PS at a distorted geometry, with properties calculated with the ωB97M-V functional and the def2-TZVPD basis.

Each line ends with the Löwdin charge.
Atoms and positions in Å:
O 0.55 -0.91 -1.97  0.077
C 0.70 -0.22 -0.99  -0.396
C 0.06 -0.67 0.32  -0.159
O 0.27 -2.07 0.60  -0.300
S 1.82 -2.50 0.32  0.873
O 1.78 -3.39 -0.81  -0.400
O 2.12 -3.52 1.61  -0.697
P 3.76 -3.59 2.04  0.402
O 4.15 -2.01 1.93  -0.410
I 5.01 -4.67 0.22  0.404
C 1.47 1.05 -1.10  -0.175
C 1.92 1.79 -0.01  -0.068
C 2.61 2.97 -0.25  -0.235
C 2.84 3.42 -1.54  -0.101
C 2.42 2.67 -2.64  -0.116
C 1.73 1.49 -2.40  -0.212
H -1.01 -0.54 0.20  0.072
H 0.33 -0.06 1.18  0.117
H 5.05 -1.89 1.60  0.007
H 1.73 1.46 1.00  0.115
H 2.96 3.59 0.57  0.083
H 3.36 4.35 -1.72  0.115
H 2.59 3.01 -3.65  0.107
H 1.38 0.89 -3.22  0.061
C -2.78 0.21 -2.74  -1.497
Cl -3.18 -0.34 -1.11  0.558
Cl -4.23 0.72 -3.59  0.555
Cl -1.61 1.52 -2.67  0.618
H -2.33 -0.62 -3.28  0.021
C 4.50 -0.98 -4.67  -1.479
Cl 3.62 0.24 -3.74  0.694
Cl 6.21 -0.56 -4.81  0.478
Cl 4.31 -2.57 -3.93  0.542
H 4.08 -1.02 -5.67  0.016
C 10.72 -0.42 -4.79  -1.537
Cl 11.04 1.12 -5.60  0.527
Cl 11.41 -0.42 -3.17  0.524
Cl 8.98 -0.74 -4.73  0.472
H 11.19 -1.20 -5.37  0.012
C -4.62 2.99 -0.04  -1.543
Cl -5.02 2.43 1.59  0.513
Cl -6.07 3.51 -0.89  0.531
Cl -3.43 4.30 0.03  0.490
H -4.17 2.17 -0.59  -0.059
C -0.06 -5.43 -2.72  -1.516
Cl -0.44 -6.77 -1.64  0.533
Cl 0.99 -5.96 -4.04  0.534
Cl -1.55 -4.72 -3.37  0.508
H 0.46 -4.67 -2.15  -0.021
C -3.13 -6.05 -6.54  -1.529
Cl -1.68 -6.85 -7.17  0.545
Cl -3.54 -4.65 -7.53  0.496
Cl -4.48 -7.18 -6.48  0.530
H -2.92 -5.71 -5.54  -0.047
C -4.39 7.31 3.15  -1.516
Cl -4.25 5.62 2.67  0.503
Cl -4.64 7.45 4.89  0.500
Cl -2.93 8.17 2.66  0.499
H -5.23 7.75 2.64  0.018
C 0.79 -6.87 2.89  -1.503
Cl 0.40 -7.36 4.53  0.531
Cl -0.25 -5.53 2.37  0.521
Cl 2.49 -6.43 2.74  0.519
H 0.60 -7.71 2.23  0.015
C 0.42 10.78 2.68  -1.534
Cl -0.47 9.94 1.41  0.511
Cl -0.66 11.26 3.99  0.519
Cl 1.72 9.75 3.27  0.507
H 0.85 11.68 2.25  0.013
C -7.59 -9.86 -6.10  -1.566
Cl -8.33 -10.80 -7.40  0.523
Cl -8.80 -9.39 -4.90  0.523
Cl -6.28 -10.76 -5.34  0.518
H -7.17 -8.96 -6.53  -0.012
C -1.44 -6.32 -10.84  -1.576
Cl 0.02 -7.09 -11.47  0.524
Cl -1.86 -4.90 -11.79  0.518
Cl -2.78 -7.46 -10.79  0.516
H -1.24 -6.00 -9.82  -0.041
C 1.71 6.90 6.27  -1.548
Cl 0.65 6.81 4.86  0.528
Cl 2.30 5.30 6.71  0.518
Cl 3.06 8.00 5.96  0.535
H 1.13 7.30 7.09  -0.050
C 0.51 -3.49 6.44  -1.533
Cl 0.00 -5.00 7.21  0.520
Cl 1.79 -2.72 7.37  0.525
Cl 1.02 -3.76 4.77  0.519
H -0.34 -2.82 6.43  0.012
C -3.22 -3.80 0.75  -1.528
Cl -3.70 -5.41 1.30  0.497
Cl -3.30 -3.69 -1.01  0.501
Cl -4.24 -2.57 1.50  0.518
H -2.19 -3.62 1.05  -0.017
C -6.55 -2.45 -9.16  -1.541
Cl -7.45 -1.16 -8.36  0.527
Cl -4.81 -2.19 -8.99  0.495
Cl -7.02 -4.03 -8.51  0.520
H -6.79 -2.43 -10.21  0.012
C 6.47 1.31 0.54  -1.491
Cl 6.35 0.69 2.19  0.538
Cl 4.84 1.75 -0.01  0.698
Cl 7.58 2.67 0.45  0.546
H 6.84 0.52 -0.10  0.015
C 2.73 6.72 10.91  -1.531
Cl 1.64 6.65 9.52  0.539
Cl 3.35 5.11 11.29  0.536
Cl 4.05 7.84 10.61  0.534
H 2.17 7.07 11.77  0.013
C -2.62 10.72 7.63  -1.549
Cl -3.49 9.80 6.40  0.485
Cl -3.71 11.25 8.91  0.531
Cl -1.29 9.76 8.30  0.512
H -2.19 11.60 7.16  0.005
C -6.63 -6.74 3.81  -1.546
Cl -5.22 -7.59 3.17  0.502
Cl -7.02 -5.33 2.83  0.518
Cl -8.01 -7.84 3.92  0.526
H -6.39 -6.40 4.81  0.012
C 5.36 5.65 4.23  -1.567
Cl 4.30 5.55 2.82  0.512
Cl 5.97 4.05 4.67  0.519
Cl 6.71 6.74 3.92  0.527
H 4.79 6.04 5.06  -0.061

Output
frontier orbital gap: 8.749 eV
charge: 0
HOMO energy: -9.254 eV
largest force on an atom: 1.557 eV/Å

5.
Below is a structure of composition C28H28CuN7O at a distorted geometry, with properties calculated with the ωB97M-V functional and the def2-TZVPD basis.

Each line ends with the natural charge from an NBO analysis.
Atoms and positions in Å:
Cu 0.94 2.08 -0.36  0.828
C -0.40 4.43 5.58  -0.619
C -0.59 3.34 4.51  -0.071
C -0.15 2.03 4.68  -0.187
C 0.01 1.20 3.57  -0.275
C -0.29 1.72 2.29  0.264
N -0.01 1.02 1.10  -0.852
C 0.02 -0.38 1.06  0.147
C -0.91 -1.28 1.60  -0.208
C -0.83 -2.66 1.49  -0.203
C 0.15 -3.31 0.75  -0.073
C 0.20 -4.72 0.41  -0.625
C 1.16 -2.51 0.26  -0.231
C 1.11 -1.12 0.46  0.133
N 2.28 -0.39 0.06  -0.169
C 3.53 -0.66 0.46  -0.001
C 4.39 0.21 -0.18  -0.353
C 3.57 1.06 -0.93  -0.027
N 2.29 0.69 -0.78  -0.387
C -0.78 3.02 2.12  0.038
C -0.97 3.80 3.27  -0.191
N -1.12 3.52 0.83  -0.160
C -2.24 4.19 0.58  -0.012
C -2.20 4.66 -0.70  -0.338
C -0.90 4.21 -1.24  -0.005
N -0.30 3.54 -0.25  -0.373
H -1.11 5.25 5.40  0.206
H -0.49 4.16 6.66  0.213
H 0.60 4.83 5.46  0.213
H 0.00 1.69 5.67  0.207
H 0.28 0.14 3.75  0.224
H -1.75 -0.94 2.25  0.210
H -1.64 -3.28 1.96  0.206
H 1.24 -5.09 0.50  0.217
H -0.52 -5.19 1.14  0.211
H -0.29 -5.01 -0.51  0.223
H 2.02 -2.95 -0.26  0.217
H 3.64 -1.54 1.06  0.231
H 5.48 0.28 -0.12  0.236
H 3.78 1.90 -1.57  0.226
H -1.38 4.79 3.28  0.209
H -3.05 4.29 1.35  0.237
H -2.94 5.23 -1.19  0.229
H -0.44 4.29 -2.25  0.237
C -3.79 -0.15 -2.08  -0.705
C -2.48 0.07 -2.77  0.681
O -2.34 0.98 -3.56  -0.637
N -1.52 -0.89 -2.59  -0.618
C -0.25 -0.85 -3.29  -0.255
C 0.47 -2.18 -3.14  0.234
C 1.78 -2.35 -3.60  -0.262
C 2.30 -3.62 -3.79  -0.163
C 1.53 -4.72 -3.52  -0.283
C 0.27 -4.44 -3.02  0.049
N -0.26 -3.23 -2.80  -0.460
H -4.02 0.71 -1.48  0.237
H -3.83 -1.04 -1.42  0.209
H -4.61 -0.18 -2.74  0.236
H -1.71 -1.70 -2.02  0.423
H 0.37 -0.10 -2.79  0.220
H -0.35 -0.68 -4.35  0.227
H 2.35 -1.43 -3.81  0.224
H 3.37 -3.74 -4.05  0.221
H 1.78 -5.76 -3.61  0.228
H -0.45 -5.22 -2.80  0.190

Output
frontier orbital gap: 7.300 eV
charge: 0
HOMO energy: -6.595 eV
largest force on an atom: 2.925 eV/Å

6.
Below is the molecule C28H28N2O9S, with properties calculated with the ωB97M-V functional and the def2-TZVPD basis.

Each line ends with the natural charge from an NBO analysis.
Atoms and positions in Å:
C -1.35 4.42 5.62  -0.622
C -1.51 4.02 4.16  -0.068
O -0.30 3.41 3.73  -0.517
C -0.25 3.06 2.43  0.781
O -1.19 3.23 1.68  -0.610
C 1.01 2.45 2.01  -0.233
C 2.16 2.39 2.73  0.282
C 2.34 2.89 4.13  -0.648
N 3.32 1.84 2.22  -0.549
C 3.30 1.37 1.04  0.349
S 4.70 0.63 0.29  0.371
C 3.72 0.09 -1.08  -0.291
C 4.10 -0.78 -2.03  -0.106
C 3.11 -1.42 -2.88  -0.130
C 3.18 -1.43 -4.27  -0.155
C 2.16 -1.99 -5.01  -0.282
C 1.06 -2.59 -4.39  0.407
O 0.09 -3.07 -5.21  -0.490
C -1.07 -3.61 -4.62  -0.178
C -1.76 -2.64 -3.65  0.767
O -1.74 -1.45 -3.76  -0.588
O -2.37 -3.32 -2.69  -0.703
C 1.04 -2.67 -3.00  -0.349
C 2.03 -2.06 -2.26  -0.081
C 2.38 0.71 -1.02  0.658
O 1.55 0.74 -1.90  -0.538
N 2.23 1.35 0.20  -0.456
C 0.94 1.91 0.59  -0.053
C -0.11 0.81 0.46  0.016
C 0.03 -0.34 1.21  -0.315
C -0.86 -1.40 1.04  0.285
O -0.81 -2.57 1.73  -0.487
C 0.24 -2.77 2.64  -0.249
C -1.88 -1.28 0.10  0.146
O -2.73 -2.35 -0.15  -0.539
C -3.97 -2.27 0.54  -0.242
C -2.03 -0.10 -0.64  0.366
O -3.09 -0.08 -1.49  -0.509
C -3.18 0.99 -2.41  -0.253
C -1.13 0.94 -0.46  -0.294
H -2.27 4.87 5.97  0.217
H -1.13 3.54 6.22  0.211
H -0.53 5.13 5.72  0.211
H -2.33 3.30 4.03  0.188
H -1.72 4.88 3.53  0.190
H 1.70 2.34 4.82  0.235
H 3.38 2.76 4.41  0.231
H 2.07 3.94 4.19  0.234
H 5.14 -1.07 -2.12  0.219
H 4.01 -0.96 -4.77  0.212
H 2.18 -1.96 -6.09  0.224
H -1.74 -3.82 -5.46  0.224
H -0.86 -4.55 -4.09  0.198
H -2.71 -2.74 -1.96  0.527
H 0.24 -3.17 -2.47  0.223
H 1.99 -2.10 -1.18  0.203
H 0.67 2.72 -0.10  0.230
H 0.84 -0.41 1.93  0.217
H 0.20 -2.05 3.46  0.176
H 0.08 -3.77 3.05  0.202
H 1.21 -2.73 2.16  0.176
H -4.52 -3.16 0.25  0.192
H -4.52 -1.38 0.24  0.185
H -3.81 -2.26 1.62  0.180
H -4.05 0.77 -3.02  0.199
H -3.34 1.94 -1.89  0.174
H -2.29 1.04 -3.04  0.202
H -1.21 1.85 -1.04  0.231

Output
frontier orbital gap: 7.658 eV
charge: 0
HOMO energy: -8.037 eV
largest force on an atom: 0.905 eV/Å

- Which of these has the highest HOMO energy?
  C28H28CdN2Si

- Among the records above, which one has the lowest HOMO energy?
  C28H28BIN12PbSe

- Look up the largest force on an atom of the third one.
  2.063 eV/Å